1.
Here is a 2-piece molecular cluster, C9H14N3 overall in a non-equilibrium geometry from the OMol25 dataset. Energies are from wB97M-V/def2-TZVPD.

ORCA input file:
```
! wB97M-V def2-TZVPD RIJCOSX def2/J DEFGRID3
* xyz 1 1
C 1.44476 -1.24221 3.29871
C 0.57258 -2.25301 3.65711
C 1.02111 -0.37713 2.28920
C -0.68069 -2.40657 2.98980
C -0.23831 -0.45253 1.67710
C -1.09220 -1.53546 2.03192
C -0.65836 0.50275 0.69334
C -0.02733 0.40381 -0.67833
C 1.23299 0.83221 -0.90716
N -0.83603 -0.06741 -1.68540
N -0.74049 0.18543 -2.90004
N -0.31393 2.43349 -4.29879
H 2.36805 -1.24299 3.77801
H 0.95869 -2.89556 4.41436
H 1.56446 0.65405 2.24617
H -1.32857 -3.34102 3.13106
H -1.70836 0.51397 0.42014
H -0.35847 1.55285 0.89759
H -2.08815 -1.66401 1.59567
H 1.80026 1.38838 -0.23917
H 1.73173 0.67523 -1.83988
H -0.26903 0.97382 -3.40752
H -1.39701 -0.44256 -3.40886
H -1.21314 2.41983 -4.85547
H 0.24645 2.15415 -5.15812
H 0.00898 3.23048 -3.74144
*
```

Output
Relative energy (zero: lowest compared OMol25 entry of this formula, charge and spin) (kJ/mol): 333.9
Molecular weight (Da): 164.2

Here are the Mulliken charges for atoms 1 to 5, given in e:
1. C -0.8063
2. C -0.3227
3. C -0.0158
4. C -0.4990
5. C 0.7032

***

2.
Here is C19H43N2OP3SeSn as an isolated structure in a non-equilibrium geometry from the OMol25 dataset. Energies are from wB97M-V/def2-TZVPD.

ORCA input file:
```
! wB97M-V def2-TZVPD RIJCOSX def2/J DEFGRID3
* xyz 4 1
Sn -1.31628 1.31200 -0.79761
P 0.19458 3.35170 -0.13842
P -2.03650 0.57653 1.61048
P 0.86765 -0.07285 -2.68684
H -3.81485 -3.38677 -0.92857
C -2.88058 -3.45854 -1.50460
C -1.70186 -3.73718 -0.91438
H -1.60659 -3.77367 0.18179
C -0.54195 4.91011 -0.73332
C 0.44253 3.63591 1.64420
C 1.90269 3.41034 -0.76931
C -2.62735 -1.14113 1.72572
C -1.00011 0.70311 3.10444
C -3.51026 1.56844 2.02712
C 0.47059 -1.73468 -3.20545
C 2.61170 0.17885 -2.37254
C 0.31560 1.09017 -3.94635
H -2.98997 -3.42774 -2.59736
H -0.77862 -3.86831 -1.50046
H 0.08563 5.75324 -0.39979
H -1.56133 5.01841 -0.33801
H -0.59306 4.89972 -1.83101
H 0.87192 4.63980 1.78902
H 1.12955 2.87803 2.04587
H -0.51543 3.57918 2.17787
H 2.31541 4.41599 -0.58846
H 1.92835 3.20367 -1.84794
H 2.51672 2.66563 -0.24610
H -3.59970 -1.14931 2.24021
H -1.89950 -1.73051 2.30292
H -2.73662 -1.59512 0.73277
H -1.64518 0.82905 3.98738
H -0.31074 1.55167 3.04089
H -0.39937 -0.21238 3.20088
H -4.14339 0.98555 2.71490
H -4.06499 1.81520 1.10824
H -3.20034 2.50741 2.50927
H 0.47709 -1.77676 -4.30309
H -0.52520 -2.02805 -2.84053
H 1.22137 -2.42760 -2.80671
H 3.13491 0.33231 -3.32203
H 3.01296 -0.70199 -1.85968
H 2.75380 1.06111 -1.73124
H 0.49838 0.62484 -4.92952
H 0.88281 2.02987 -3.93248
H -0.75393 1.34071 -3.88819
C -4.37479 1.57596 -2.70170
C -4.55709 0.19960 -2.45466
C -5.51712 -0.51449 -3.18092
C -6.23003 0.10525 -4.20563
C -5.96861 1.44314 -4.53394
C -5.01423 2.16897 -3.81918
Se -3.45118 2.71958 -1.48417
H 0.39217 0.01563 -1.29881
H -3.99461 -0.29504 -1.66870
H -5.71479 -1.55566 -2.94830
H -6.98769 -0.43247 -4.77734
H -6.50745 1.93698 -5.34912
H -4.80937 3.21129 -4.08040
C 3.86951 0.10508 2.76477
N 3.22895 -0.94249 1.99803
C 2.12775 -0.77689 1.21979
N 1.72584 -1.93367 0.57117
O 1.56538 0.32463 1.03322
H 3.28331 1.02489 2.73353
H 4.86548 0.32225 2.36024
H 3.96183 -0.21390 3.80958
H 3.64558 -1.86043 2.00436
H 0.79371 -1.93200 0.18421
H 2.06324 -2.82411 0.91284
*
```

Output
Relative energy (zero: lowest compared OMol25 entry of this formula, charge and spin) (kJ/mol): 0.0
Molecular weight (Da): 606.2

Here are the Mulliken charges for atoms 1 to 5, given in e:
1. Sn 0.7887
2. P 0.7430
3. P 1.1312
4. P 0.9219
5. H 0.3692

***

3.
Here is a 10-piece molecular cluster, C23H58F2N8O17S2 overall in a non-equilibrium geometry from the OMol25 dataset. Energies are from wB97M-V/def2-TZVPD.

ORCA input file:
```
! wB97M-V def2-TZVPD RIJCOSX def2/J DEFGRID3
* xyz 4 1
N -15.62449 -19.49993 11.06031
S -14.31762 -19.41718 10.36577
O -13.22267 -20.08349 11.03571
O -13.98381 -18.23381 9.59059
F -14.58731 -20.48089 9.15429
S -15.27275 -18.39111 12.22419
O -15.13691 -16.97342 11.80474
O -14.75052 -18.76799 13.57790
F -16.87603 -18.18109 12.53683
C -9.36179 -14.73987 11.06972
C -9.02658 -14.05660 9.75893
O -9.52668 -12.96785 9.34015
N -7.83155 -14.75148 9.02957
H -7.14860 -15.03431 9.71781
H -7.99710 -15.66526 8.63245
C -7.02229 -13.93750 8.03775
H -10.06373 -14.13826 11.64717
H -8.45361 -14.95145 11.63411
H -9.66951 -15.75959 10.83828
H -6.29743 -13.51231 8.73194
H -7.71288 -13.16753 7.69374
H -6.51989 -14.57761 7.31252
C -17.16432 -23.73402 14.30331
C -18.56134 -23.39359 13.98286
O -19.50429 -23.63514 14.74362
N -18.74823 -22.94459 12.48405
H -18.16871 -22.14904 12.25740
H -18.55267 -23.55626 11.70449
C -20.15289 -22.33456 12.34483
H -16.76079 -22.73046 14.43800
H -16.77444 -24.40052 13.53397
H -17.01409 -24.27589 15.23706
H -20.94790 -23.07360 12.44426
H -20.31115 -22.06072 11.30174
H -19.97530 -21.52082 13.04796
C -13.75713 -25.95527 3.44367
C -14.67629 -25.51214 2.33123
O -15.36542 -24.45643 2.45854
N -14.92372 -26.42861 1.13908
H -14.82462 -25.86587 0.30626
H -14.07232 -26.97011 1.18386
C -16.14869 -27.28633 1.25207
H -12.73498 -25.93361 3.06571
H -13.86621 -27.01153 3.68968
H -13.93379 -25.40805 4.36965
H -16.24516 -27.84158 0.31907
H -17.00172 -26.64064 1.46068
H -15.91705 -28.08072 1.96158
C -18.37831 -13.29621 16.41812
C -17.32006 -13.24659 17.53842
O -16.21287 -13.00554 17.26978
N -17.86360 -13.28140 18.97932
H -18.79427 -13.66029 19.08138
H -17.35112 -13.90315 19.58833
C -17.84549 -11.89615 19.67262
H -17.95110 -13.20716 15.41929
H -18.96983 -12.39254 16.56501
H -18.92191 -14.24084 16.40183
H -17.06716 -11.27467 19.22983
H -17.40285 -12.30679 20.58011
H -18.84731 -11.46669 19.67588
C -19.54411 -19.72788 5.17115
C -18.97770 -18.36613 5.40014
O -17.90583 -18.13924 4.88646
N -19.85836 -17.25913 5.93243
H -19.67353 -16.41547 5.40882
H -20.81661 -17.44526 5.67315
C -19.70332 -17.10119 7.43738
H -18.82017 -20.53856 5.25369
H -19.89376 -19.81002 4.14202
H -20.51646 -19.93517 5.61799
H -18.83589 -16.44120 7.42811
H -19.55943 -18.04829 7.95737
H -20.59484 -16.54872 7.73413
C -9.94612 -24.80280 13.40011
C -9.10494 -23.91074 14.36756
O -9.35269 -23.77381 15.58034
N -7.83097 -23.20783 13.63942
H -7.06547 -23.84518 13.80644
H -7.87049 -23.19908 12.63023
C -7.72553 -21.77944 14.23372
H -10.88115 -25.00189 13.92373
H -9.36929 -25.68955 13.13734
H -10.27025 -24.21814 12.53918
H -6.69689 -21.42401 14.17327
H -7.66580 -21.80363 15.32181
H -8.56840 -21.10422 14.08622
C -7.27926 -20.02475 1.34217
C -8.41582 -20.48628 2.13740
O -8.67619 -21.69044 2.32433
N -9.45542 -19.34634 2.54613
H -9.21038 -18.77311 3.34077
H -9.47805 -18.66536 1.80057
C -10.90710 -19.88754 2.85304
H -7.25385 -20.64212 0.44422
H -6.32024 -20.27031 1.79836
H -7.41024 -19.01239 0.95999
H -11.57497 -19.02993 2.93419
H -10.88420 -20.55416 3.71512
H -11.18459 -20.31610 1.89000
O -9.09524 -21.83908 7.85670
C -8.04410 -21.07841 8.05978
O -8.02935 -19.96526 7.51750
O -7.09346 -21.46847 8.71855
H -8.83493 -22.68158 8.23622
O -22.81189 -16.61521 14.12742
C -23.36631 -15.92335 13.19795
O -24.04365 -16.42797 12.28259
O -23.25201 -14.65595 13.20664
H -22.68127 -15.79658 14.61155
*
```

Output
Relative energy (zero: lowest compared OMol25 entry of this formula, charge and spin) (kJ/mol): 775.9
Molecular weight (Da): 820.9

Here are the Mulliken charges for atoms 1 to 5, given in e:
1. N -0.0705
2. S 0.9216
3. O -0.5776
4. O -0.5580
5. F -0.3340

***

4.
Here is C19H25CuN3SSi as an isolated structure in a non-equilibrium geometry from the OMol25 dataset. Energies are from wB97M-V/def2-TZVPD.

ORCA input file:
```
! wB97M-V def2-TZVPD RIJCOSX def2/J DEFGRID3
* xyz 0 2
C 0.73197 2.65099 3.71628
C 0.97787 2.77074 2.32762
C -0.26352 2.61840 1.62570
H 1.95111 2.97134 1.88183
C -1.29602 2.46940 2.62287
C -0.66156 2.43296 3.91100
H -1.18786 2.35516 4.85966
H 1.47278 2.71457 4.51322
H -0.42499 2.66778 0.54705
H -2.36411 2.51737 2.42713
Cu -0.17966 0.72556 2.54920
C -0.09040 -3.50493 -0.12402
H 0.38752 -2.51114 0.02267
H -0.83837 -3.63941 -0.90741
H -0.52362 -3.70513 0.87624
Si -0.17346 -0.63382 -1.43000
C 1.38950 -0.84710 -2.48992
C 2.22658 0.27918 -2.62030
H 1.94459 1.21954 -2.13769
C 3.39932 0.21161 -3.38815
H 4.03877 1.09323 -3.47574
C 3.74244 -0.97516 -4.06261
H 4.67548 -1.03472 -4.63341
C 2.87803 -2.07789 -4.00195
H 3.11902 -2.98552 -4.56490
C 1.70085 -2.01636 -3.23868
H 1.00583 -2.86413 -3.24612
C -1.30365 0.48905 -2.44024
C -1.11511 0.80289 -3.81098
H -0.29413 0.35912 -4.38968
C -2.02357 1.64824 -4.47755
H -1.85394 1.90281 -5.52524
C -3.16126 2.12918 -3.81880
H -3.86859 2.77211 -4.34346
C -3.40655 1.74812 -2.49432
H -4.32649 2.06181 -1.99430
C -2.49769 0.93042 -1.80876
H -2.73095 0.57619 -0.79585
H 0.71202 -4.20358 -0.36665
H -0.77507 -2.07824 -1.68172
N -1.38736 -0.77313 3.54108
N -0.71649 -1.50399 4.59063
C 0.60385 -1.20360 4.62488
N 1.18701 -1.35055 5.84506
S 1.38489 -0.73792 3.18707
H -1.55852 -1.42067 2.77234
H -2.29907 -0.43979 3.87067
H -1.21015 -1.52157 5.48993
H 2.14159 -1.04565 5.95366
H 0.86117 -2.04378 6.51267
*
```

Output
Relative energy (zero: lowest compared OMol25 entry of this formula, charge and spin) (kJ/mol): 80.2
Molecular weight (Da): 419.1

Here are the Mulliken charges for atoms 1 to 5, given in e:
1. C -0.4541
2. C -0.3782
3. C -0.7600
4. H 0.4244
5. C -0.5320